# 1
The following is a DFT calculation (ωB97M-V/def2-TZVPD) of a structure of composition C32H30F5N10O4PbSeTe.

Values from the calculation:
Relative energy (zero: lowest compared OMol25 entry of this formula, charge and spin) in kcal/mol: 0.00
HOMO level in eV: -10.9
Max |F| in hartree/bohr: 0.0034
LUMO in eV: -2.87
Multiplicity: 1
M in g mol⁻¹: 1127.4
DFT total energy in Eh: -5447.6148
Charge: +1

Positions of all 84 atoms, in Å:
N  1.3501  -2.3700  2.7351
H  -0.6306  2.5348  1.3203
Te  1.5251  -3.3281  -1.1832
H  6.5547  4.9091  -1.9349
C  3.2326  -4.0309  3.0592
F  3.0752  -2.9337  -0.2165
H  3.7661  -0.9152  -0.7072
H  4.8123  3.9580  -0.5044
C  3.8373  6.1448  -3.5216
H  -3.7328  -4.5777  -0.6182
H  -2.5873  6.8535  -0.7613
F  1.2751  -4.8415  -0.1342
O  3.2492  2.1699  1.9301
H  0.3496  -4.0895  2.1245
H  2.6236  -4.9190  3.1552
C  2.8444  5.6104  -2.7141
H  -1.6293  -3.2610  -0.5540
C  3.4569  -1.6356  2.7241
H  5.9454  6.3166  -3.8769
C  3.1826  4.8229  -1.6205
H  3.8360  0.4815  -1.8175
Pb  -0.4104  -0.1871  -0.5117
C  3.7554  0.1648  -0.7787
F  2.6162  -4.3611  -2.2483
C  5.5151  5.1072  -2.1590
H  -1.3659  4.0994  1.1163
N  -3.5827  3.3131  0.3967
C  0.2129  -3.2691  2.8258
C  -3.7330  -0.7988  -0.2008
H  5.4510  -0.8023  2.6793
C  -3.6817  0.6787  -0.0051
C  -3.7703  -3.5045  -0.4992
C  0.7640  4.9116  -0.7871
H  5.0947  -5.0455  3.2542
H  -0.8626  7.3246  0.9529
C  5.1732  5.8958  -3.2471
N  2.5742  -0.5848  2.5292
C  5.4029  -2.9394  2.9720
C  0.5139  5.8776  0.1824
H  -5.8587  -0.8686  -0.1528
C  -1.3960  5.3681  -1.7521
C  4.6112  -4.0895  3.1089
C  -2.5912  -2.7785  -0.4626
C  -0.1961  4.6708  -1.7646
N  -2.5690  -1.4538  -0.3129
C  -4.6962  2.6757  0.0349
H  -0.6861  -2.7199  2.5638
C  2.7877  2.6579  0.9206
F  1.9074  -1.9093  -2.3410
O  0.4684  -2.3150  -0.1178
C  1.3212  -1.0489  2.5187
H  -2.1372  5.1638  -2.5133
N  2.3949  1.9341  -0.2065
Se  -0.2139  0.0033  2.2616
C  -1.6491  6.3153  -0.7718
H  1.8075  5.8187  -2.9367
O  2.4728  0.5779  -0.2445
C  -4.9713  -2.8276  -0.3888
N  -2.4997  1.2022  0.3150
O  1.5634  2.2853  -2.3094
H  6.4788  -3.0354  3.0191
C  -4.9534  -1.4496  -0.2409
H  4.5501  0.5958  -0.1694
C  2.6740  -2.7756  2.8614
H  -5.9113  -3.3618  -0.4167
H  -5.7770  4.3923  0.0211
H  2.8173  0.3883  2.3277
H  2.9735  4.6780  1.1724
N  -5.7997  3.4040  -0.1544
C  1.9467  2.7072  -1.2529
C  -0.6858  6.5752  0.1924
H  -6.6613  2.9446  -0.3868
C  2.0958  4.1658  -0.7632
H  -0.0126  3.9327  -2.5334
C  4.8433  -1.6912  2.7799
N  -1.3685  3.1071  0.9408
F  0.1265  -3.8513  -2.2904
N  -4.8063  1.3409  -0.1519
H  1.2485  6.1018  0.9447
H  0.1321  -3.6525  3.8423
H  3.5625  6.7615  -4.3669
N  2.5532  3.9529  0.6154
C  4.5246  4.5705  -1.3505
C  -2.5162  2.5374  0.5474

=====

# 2
The following is a DFT calculation (ωB97M-V/def2-TZVPD) of an isolated molecule of C4H10N2O2 at a distorted geometry.

Values from the calculation:
Structure (SMILES): NC(=O)NCCCO
Relative energy (zero: lowest compared OMol25 entry of this formula, charge and spin) in kcal/mol: 30.50
HOMO level in eV: -9.5
Max |F| in hartree/bohr: 0.0543
LUMO in eV: 0.68
Multiplicity: 1
M in g mol⁻¹: 118.1
DFT total energy in Eh: -418.4124

Positions of all 18 atoms, in Å:
C  -2.1415  -0.9392  0.0080
N  2.7094  0.8191  1.1848
H  -0.5617  -1.2875  -1.4264
C  2.1922  1.3912  0.0517
C  -0.9130  -0.4948  -0.7568
H  -2.3544  -0.2071  0.7927
H  0.8983  -0.9403  0.3826
H  -1.9595  -1.8385  0.6104
C  0.2144  -0.1124  0.2059
H  2.1239  0.4536  1.8989
O  2.7991  2.2410  -0.5837
O  -3.3534  -1.0038  -0.7192
H  0.5072  1.5285  -1.0734
H  -1.2096  0.2819  -1.4663
N  0.9142  1.0654  -0.2852
H  -0.2259  0.0908  1.1918
H  3.7028  0.6990  1.2389
H  -3.3425  -1.7469  -1.2547

=====

# 3
The following is a DFT calculation (ωB97M-V/def2-TZVPD) of a structure of composition C28H25N4O3RhS at a distorted geometry.

Values from the calculation:
Relative energy (zero: lowest compared OMol25 entry of this formula, charge and spin) in kcal/mol: 17.86
HOMO level (alpha / beta) in eV: -4.1 / -4.5
Max |F| in hartree/bohr: 0.0261
LUMO (alpha / beta) in eV: 2.61 / 2.61
Multiplicity: 2
M in g mol⁻¹: 600.5
DFT total energy in Eh: -2035.5484
Charge: -1

Positions of all 62 atoms, in Å:
H  5.7080  -0.9419  -3.1624
H  -4.5547  -4.8930  1.1542
H  4.9256  -3.1107  -2.2600
H  3.1398  -3.6780  0.5754
C  -0.5605  0.9599  -2.5337
C  -1.0775  4.6984  -2.5987
C  -2.1177  -2.8906  -0.1321
H  -0.2717  3.9325  1.6720
H  -1.4070  0.2830  -2.4165
N  -2.7972  -1.7213  -0.0086
H  -2.2724  -4.9876  0.1884
H  -0.2852  0.9803  -3.5899
H  1.9118  -3.7399  -0.6749
C  2.9782  -3.5925  -0.4992
C  -4.0318  -1.6322  0.5334
H  2.4490  2.1301  -1.3992
C  1.8786  -1.4784  1.5979
C  -2.8019  -4.0506  0.2876
N  -0.0890  -0.2267  1.8116
C  -1.7318  1.4553  1.3219
C  -0.9002  -0.9643  4.2321
H  -2.0101  4.1325  1.6972
H  0.3220  0.5515  -2.0035
H  0.8629  -2.2414  4.2550
C  4.3193  0.1985  -1.9923
C  4.4712  -2.1858  -1.9235
C  -1.1086  4.4204  1.1636
N  -0.9357  1.5982  0.2561
C  2.7461  1.4968  -0.5598
H  -1.2697  6.0291  -0.9333
O  -2.7812  2.0096  1.6790
H  -5.6776  -2.6432  1.4013
C  -1.1439  4.0044  -0.2779
H  4.6624  1.1563  -2.3685
O  2.8632  -1.9847  2.1394
C  -4.6972  -2.7481  0.9621
C  3.2942  0.1794  -1.0503
C  -1.0396  2.6495  -0.6707
C  3.4403  -2.2519  -0.9931
C  -4.0622  -3.9882  0.8227
C  0.6520  -1.1238  2.4386
H  3.5164  2.0362  -0.0029
H  3.5232  -4.3867  -1.0110
C  2.8453  -1.0557  -0.5609
H  -1.2391  -1.2739  5.2136
S  -0.5328  -2.8765  -0.7584
N  1.7325  -1.0587  0.3267
C  -1.1799  4.9968  -1.2539
Rh  -0.1438  -0.5455  -0.2447
C  -0.8952  3.3777  -2.9772
H  -2.5229  0.4712  3.9450
C  -0.8564  2.3528  -2.0421
H  -1.1040  5.4857  -3.3421
C  4.9099  -0.9721  -2.4304
H  -0.7620  3.1273  -4.0239
H  1.8820  1.3814  0.0896
O  -2.2639  -0.5856  -0.4369
C  -1.1735  0.3688  2.2854
H  -0.9687  5.5009  1.2384
C  0.2659  -1.5246  3.7087
C  -1.6353  0.0072  3.5390
H  -4.3978  -0.6177  0.5968

=====

# 4
The following is a DFT calculation (ωB97M-V/def2-TZVPD) of a cluster of 2 separate species, C4H11S2 in total at a distorted geometry.

Values from the calculation:
Relative energy (zero: lowest compared OMol25 entry of this formula, charge and spin) in kcal/mol: 22.32
HOMO level in eV: -2.2
Max |F| in hartree/bohr: 0.0343
LUMO in eV: 2.92
Multiplicity: 1
M in g mol⁻¹: 123.3
DFT total energy in Eh: -955.3673
Charge: -1

Positions of all 17 atoms, in Å:
C  2.1641  0.8135  0.4658
C  2.2303  2.1163  -0.3207
H  2.8265  2.8131  0.2845
H  1.9418  -0.0658  -0.1372
H  -0.6904  0.4018  0.5618
C  -0.8876  -0.6611  0.4541
H  2.7465  2.0595  -1.2776
H  -3.2787  -2.8810  -0.3902
S  -1.3142  -1.4987  -1.1183
S  3.5504  0.3822  1.5541
H  -3.5934  -1.9132  -1.7524
C  -3.0376  -1.8961  -0.8077
H  1.2764  2.6489  -0.4565
H  0.0060  -1.1373  0.8667
H  -3.5816  -1.1509  -0.2255
H  -1.6270  -0.9273  1.2147
H  1.2686  0.8961  1.0846

=====

# 5
The following is a DFT calculation (ωB97M-V/def2-TZVPD) of a cluster of 6 separate species, C28H63BN5O8 in total at a distorted geometry.

Values from the calculation:
HOMO level in eV: -3.9
Max |F| in hartree/bohr: 0.0547
LUMO in eV: 2.05
Multiplicity: 1
M in g mol⁻¹: 608.7
DFT total energy in Eh: -2005.3168
Charge: -1

Positions of all 105 atoms, in Å:
H  0.7942  -2.3788  -1.8789
H  1.7143  2.2854  0.3877
H  4.8134  -5.0770  2.2573
C  -1.5218  -0.9548  3.6449
H  -4.6293  3.2538  -6.5020
O  -0.1193  -0.7152  3.7978
H  5.1508  -6.8149  2.3999
H  -0.6627  1.0814  8.1275
H  3.0978  -6.6500  -1.8877
N  3.3780  -6.3298  1.4330
H  -1.0089  2.5514  9.0630
H  5.3736  7.3178  -4.7947
H  0.3654  -4.7942  0.4410
H  -1.3409  -1.7531  -0.7649
H  -0.7307  2.0657  0.5588
O  -3.9111  -0.7063  -1.3253
C  0.4880  2.5906  6.2151
C  0.6422  5.1773  -0.8869
C  -0.5232  -4.4720  -0.1432
H  -0.7681  -5.0090  -2.2713
H  -2.6098  5.5420  -4.9298
H  1.1598  5.8627  -1.5551
C  -4.8871  3.7919  -5.5874
O  2.6692  3.9142  -1.0679
H  -1.7959  -6.1065  2.1265
H  5.3749  -5.9910  0.8426
H  -2.9343  -3.5568  -1.2598
N  1.0645  3.0421  0.2302
H  -0.7090  -3.7303  2.3181
H  -4.1988  2.2746  -4.2726
C  -2.3809  -5.5683  1.3537
H  -2.3348  -5.5960  -0.8261
H  1.4002  -1.3049  2.2547
C  -1.3748  -2.0688  -1.8339
C  6.1393  7.6116  -4.0750
N  -4.1043  3.2543  -4.4928
H  -1.3216  -1.1234  -2.4215
C  2.8090  -6.5383  0.2165
H  -4.8735  -2.4277  -1.8138
C  -0.1349  1.3346  5.6638
O  -0.6972  -1.3823  1.5414
C  -3.2234  3.9061  -3.6850
C  -0.1016  -4.3697  -1.6506
C  -3.4341  0.4581  -2.0057
C  -3.0024  5.3772  -3.9248
H  0.9396  -4.7507  -1.7591
H  5.6774  8.1043  -3.2180
H  0.3338  0.4547  6.1042
O  1.6143  -6.7741  0.1335
H  -1.2086  1.3302  5.8663
H  0.3971  5.7088  0.0340
H  0.8393  3.6669  7.8568
H  -5.9463  3.6348  -5.3731
H  -0.1048  -2.9785  -3.3342
H  -0.8480  3.8390  0.6480
H  -4.2226  1.2115  -2.1970
H  -2.9528  0.1365  -2.9589
H  0.5246  1.6856  9.3024
H  -1.9092  -1.3619  4.6111
H  -3.3161  -6.1619  1.1987
O  -2.6421  3.2992  -2.8018
H  -2.6115  0.8770  -1.3875
C  4.8245  5.3421  -2.6896
H  -3.0488  -3.4604  0.9322
C  -1.7637  -1.8577  2.3469
H  -0.0665  2.9285  1.9608
N  0.4012  2.8093  7.5604
C  -2.7315  -2.8040  -2.0504
C  -0.1184  -2.9095  -2.2202
H  2.7228  -6.3932  2.1965
H  -2.2776  5.7497  -3.2054
H  4.4794  -7.2220  -0.9426
H  6.8313  4.6399  -2.7257
H  4.2918  6.2258  -3.0282
H  -0.2714  4.8372  -1.3777
H  -1.0629  -6.5851  -0.0958
C  -1.7177  -3.3987  2.6488
H  4.1408  -5.4709  -1.0821
H  -1.8576  -3.5949  3.7312
H  4.7043  5.2393  -1.6128
H  -3.6920  -4.2499  2.4535
C  6.9225  6.4056  -3.6243
O  8.1300  6.3110  -3.8096
H  -1.9984  0.0510  3.4963
H  4.4053  4.4604  -3.1739
H  -4.7047  4.8523  -5.7323
H  6.8147  8.3152  -4.5561
H  -0.8275  -3.4949  0.2787
C  1.5408  4.0044  -0.5888
C  -2.8130  -4.1359  1.7759
C  3.6960  -6.4640  -0.9989
C  -0.2282  2.9773  0.8835
N  6.2450  5.4125  -2.9983
H  0.0120  1.2960  4.5911
B  0.3441  -0.7326  2.3956
C  4.7639  -6.0363  1.7388
C  -0.2265  1.9748  8.5632
H  -2.6620  -3.3499  -3.0233
H  -3.9363  5.9267  -3.7929
C  -3.9773  -1.8567  -2.1556
O  1.0597  3.4070  5.5065
H  0.5244  0.3815  1.9175
H  -2.7627  -1.5126  1.9843
C  -1.5876  -5.6063  0.0047
H  -4.1863  -1.6074  -3.2241

=====

# 6
The following is a DFT calculation (ωB97M-V/def2-TZVPD) of a cluster of 2 separate species, C7H10BrClN2 in total at a distorted geometry.

Values from the calculation:
HOMO level (alpha / beta) in eV: -7.0 / -9.9
Max |F| in hartree/bohr: 0.0229
LUMO (alpha / beta) in eV: 0.48 / -0.96
Multiplicity: 3
M in g mol⁻¹: 237.5
DFT total energy in Eh: -3416.2987

Positions of all 21 atoms, in Å:
N  2.1488  0.7484  -1.4663
Br  2.2685  2.3226  0.8326
H  0.5581  -0.1576  1.5732
H  2.5472  -0.9856  -4.0489
C  1.4959  1.7744  -0.8199
C  -0.5162  -0.0486  1.7446
H  3.1142  -0.2752  0.1422
C  -2.2984  1.2680  0.4324
H  -0.9884  -0.3008  -0.3802
H  -2.1891  2.0221  1.2087
C  -1.2218  0.2733  0.5007
C  2.5550  -0.6049  -3.0480
C  2.8515  -0.2675  -0.8944
C  3.1372  -1.1610  -1.8974
Cl  0.9355  3.0433  -1.8434
H  -0.8540  -1.0155  2.1343
H  -2.3334  1.7418  -0.5478
H  -3.2688  0.7828  0.5796
H  -0.6816  0.7062  2.5101
N  1.9629  0.5404  -2.7727
H  3.6843  -2.0769  -1.8178

=====

# 7
The following is a DFT calculation (ωB97M-V/def2-TZVPD) of a cluster of 2 separate species, C14H16O in total at a distorted geometry.

Values from the calculation:
Structure (SMILES): Cc1ccc(O)cc1.Cc1ccccc1
Relative energy (zero: lowest compared OMol25 entry of this formula, charge and spin) in kcal/mol: 18.25
HOMO level in eV: -8.5
Max |F| in hartree/bohr: 0.0540
LUMO in eV: 0.86
Multiplicity: 1
M in g mol⁻¹: 200.3
DFT total energy in Eh: -618.2869

Positions of all 31 atoms, in Å:
C  1.6286  -1.5259  1.1436
C  -2.3448  2.6091  -0.8848
H  1.2297  1.4664  -1.8195
H  0.4607  0.0491  0.5359
H  -2.3497  -1.2176  1.8564
C  -2.8332  0.2391  0.3571
C  3.6900  -1.9458  -0.1646
H  -4.1201  1.2337  1.6708
C  -1.9716  0.2479  -0.7438
C  1.4524  -0.3663  0.3588
C  3.4163  -0.8373  -0.9694
C  2.1819  1.3360  -1.3057
H  -1.0627  1.5026  -2.2300
H  2.1909  2.0826  -0.5042
H  -2.8001  -1.8355  0.2860
C  2.7862  -2.2510  0.8783
H  0.9021  -1.8883  1.8456
C  -1.7386  1.4714  -1.3824
H  -3.5072  3.5450  0.6322
H  3.0970  -3.4906  2.4220
H  -2.0616  3.5741  -1.2936
C  -3.0660  -1.0921  1.0383
H  4.0879  -0.6162  -1.7793
O  3.0112  -3.4624  1.4787
H  -4.0715  -1.1953  1.4669
C  -3.1845  2.6008  0.2125
H  4.5921  -2.5195  -0.2619
H  3.0574  1.5815  -1.9146
C  -3.4710  1.3959  0.8181
H  -1.5404  -0.6700  -1.1197
C  2.3385  -0.0212  -0.6278

=====

# 8
The following is a DFT calculation (ωB97M-V/def2-TZVPD) of an isolated molecule of C21H35N3O4.

Values from the calculation:
Structure (SMILES): C=CCC1(C(=O)N[C@H](C)C(=O)NCC(C)C)CN(C(=O)[C@H](C)C2(O)CCC2)C1
Relative energy (zero: lowest compared OMol25 entry of this formula, charge and spin) in kcal/mol: 22.10
HOMO level in eV: -9.0
Max |F| in hartree/bohr: 0.0074
LUMO in eV: 0.61
Multiplicity: 1
M in g mol⁻¹: 393.5
DFT total energy in Eh: -1286.4255

Positions of all 63 atoms, in Å:
O  1.2090  -0.8969  -2.8501
H  2.9995  -0.2779  -0.3777
H  2.0330  6.7012  0.8432
H  1.6521  3.3276  0.9742
C  0.1419  4.2578  2.4091
C  0.1294  1.7183  -0.5902
H  -2.5168  -6.0237  2.9139
C  0.6729  -0.5084  -1.8252
H  2.5263  1.1173  0.5758
C  -0.9187  5.9196  -1.2717
H  0.2578  -7.0192  0.5056
C  -1.5688  -6.4186  2.5438
H  -1.1197  -4.8921  -1.5713
C  -1.9958  -2.1569  -2.8587
C  -1.9690  -5.3391  0.3335
H  -2.3623  -3.1082  -3.2479
H  -2.9006  -4.9251  0.7222
H  2.5533  -2.4474  0.5900
C  2.1392  0.2219  0.0770
N  0.8682  2.7234  -1.3463
O  -1.8755  -2.5554  0.3858
H  0.0913  1.8971  0.4884
C  0.3717  -6.0422  0.9857
O  1.2195  4.5887  -2.5470
C  -1.4665  -3.1361  -0.6076
H  -0.8754  1.5423  -0.9808
C  -0.2359  5.6412  1.8395
C  0.6671  5.3436  0.6110
H  -1.7526  -7.4228  2.1513
H  1.6791  1.6259  -3.0082
H  1.0658  -6.1603  1.8190
C  1.2031  0.6818  -1.0442
H  -0.0759  -2.9171  -2.2466
C  -0.1478  4.8073  -0.5712
H  -0.5871  3.4906  2.1508
C  0.7121  4.0540  -1.5810
C  -0.9108  -2.3680  -1.8047
H  -2.8371  -1.6126  -2.4279
N  -0.4054  -1.1187  -1.2884
H  -0.8106  -4.5255  1.9185
C  -0.9703  -5.5132  1.4746
H  0.1770  6.4562  2.4365
H  0.8345  -5.3640  0.2670
C  1.5165  -0.6894  1.0923
H  -1.2872  5.8597  1.6508
H  -0.8933  -6.5123  3.3947
H  -1.5816  6.4319  -0.5733
H  -1.5878  -1.5804  -3.6877
H  -0.2321  6.6466  -1.6972
H  0.3473  4.2080  3.4761
H  -0.8726  4.0959  -0.1571
H  2.2536  4.6608  1.9545
H  -1.5212  5.5125  -2.0837
H  -0.7619  -0.8641  -0.3779
H  2.8554  2.0366  -1.7245
N  -1.4917  -4.4785  -0.7347
H  1.3265  -2.5885  1.9707
O  1.4713  6.3920  0.1250
H  0.7706  -0.2506  1.7525
C  1.8158  1.7837  -1.9395
H  -2.2071  -6.3129  -0.1031
C  1.8136  -1.9723  1.2257
C  1.3648  4.2549  1.4667